No. 1
{"formula": "C5H9N", "method": "ωB97M-V/def2-TZVPD", "e_lumo_ev": -1.4, "relative_energy_kcal_mol": 149.8, "molar_mass_g_mol": 83.13, "total_energy_ev": -6814.497, "gap_ev": 5.08, "multiplicity": 1, "e_homo_ev": -6.5, "elements": ["N", "C", "C", "C", "C", "C", "H", "H", "H", "H", "H", "H", "H", "H", "H"], "xyz": [[2.310, 0.184, -0.939], [1.172, 0.052, 0.005], [1.425, -0.119, 1.348], [-2.609, 0.151, -0.511], [-1.352, -0.076, 0.195], [-0.071, -0.030, -0.591], [2.960, -0.580, -1.030], [2.772, 1.051, -0.701], [2.317, 0.228, 1.834], [0.578, -0.423, 1.947], [-3.278, 0.949, -0.184], [-3.301, -0.634, -0.814], [-1.622, -1.116, -0.064], [-1.103, 0.330, 1.168], [-0.199, 0.032, -1.662]], "forces_ev_per_angstrom": [[-1.33, 1.44, 0.30], [2.90, -2.00, 0.42], [-1.41, 0.63, -0.90], [-2.00, 1.09, 0.34], [2.08, 1.03, -2.83], [-2.52, 0.25, 0.05], [-0.18, -0.15, 0.57], [0.43, -0.19, -0.27], [0.41, -0.27, -0.05], [0.23, -0.04, 0.38], [0.28, 0.14, 0.56], [0.82, -0.38, -0.65], [0.74, -1.11, 1.44], [-0.78, -0.21, 0.68], [0.33, -0.24, -0.03]]}

No. 2
{"formula": "C5H9N", "method": "ωB97M-V/def2-TZVPD", "e_lumo_ev": 1.1, "relative_energy_kcal_mol": 62.7, "molar_mass_g_mol": 83.13, "total_energy_ev": -6818.274, "gap_ev": 10.18, "multiplicity": 1, "e_homo_ev": -9.1, "elements": ["C", "C", "C", "C", "C", "N", "H", "H", "H", "H", "H", "H", "H", "H", "H"], "xyz": [[-2.068, -0.501, -0.923], [1.154, 1.001, -0.441], [0.519, 0.191, 0.367], [-0.665, 0.628, 1.133], [0.910, -1.231, 0.554], [-1.595, -0.248, -1.964], [2.010, 0.652, -1.100], [0.984, 2.134, -0.369], [-1.256, 1.240, 0.441], [-0.419, 1.221, 2.084], [-1.242, -0.282, 1.458], [1.568, -1.476, -0.273], [0.079, -1.896, 0.607], [1.548, -1.303, 1.346], [-1.528, -0.128, -2.922]], "forces_ev_per_angstrom": [[0.00, -0.22, -1.13], [1.88, 2.12, -1.11], [-0.13, -0.59, 0.60], [-0.66, 0.43, 1.93], [-0.13, 0.67, -2.86], [-0.94, -0.49, 2.14], [-1.11, 0.51, 0.97], [0.03, -1.82, -0.51], [-0.19, -0.01, 0.78], [-0.21, -0.70, -1.33], [0.33, 1.20, -0.32], [-0.10, -0.49, -0.40], [-0.50, -0.54, 0.14], [1.32, -0.38, 2.74], [0.42, 0.30, -1.65]]}

No. 3
{"formula": "C5H9N", "method": "ωB97M-V/def2-TZVPD", "e_lumo_ev": 1.0, "relative_energy_kcal_mol": 48.7, "molar_mass_g_mol": 83.13, "total_energy_ev": -6818.883, "gap_ev": 10.66, "multiplicity": 1, "e_homo_ev": -9.7, "elements": ["C", "C", "C", "C", "C", "N", "H", "H", "H", "H", "H", "H", "H", "H", "H"], "xyz": [[-2.203, 0.504, -0.044], [-0.778, 0.879, -0.126], [0.193, 0.082, -0.555], [1.644, 0.467, -0.571], [2.468, -0.429, 0.220], [3.101, -1.160, 0.851], [-0.371, -2.537, 1.589], [-2.729, 0.771, 0.872], [-2.475, -0.468, -0.451], [-0.505, 1.854, 0.282], [-2.480, 1.330, -0.845], [0.345, -2.336, 1.510], [-0.050, -0.898, -0.961], [1.794, 1.477, -0.182], [2.046, 0.462, -1.588]], "forces_ev_per_angstrom": [[-0.69, 2.67, -2.65], [1.36, -0.99, 1.39], [-0.24, 0.08, -0.22], [0.03, 0.47, -0.39], [0.65, -0.97, 0.76], [-0.46, 0.57, -0.48], [0.21, 0.05, -0.02], [0.24, -0.16, 0.01], [0.17, 0.04, 0.21], [-0.12, -0.09, -0.12], [-0.88, -1.65, 1.35], [-0.21, -0.07, 0.03], [0.06, 0.03, 0.19], [-0.12, 0.02, -0.02], [-0.01, 0.00, -0.02]]}

No. 4
{"formula": "C5H9N", "method": "ωB97M-V/def2-TZVPD", "e_lumo_ev": 0.7, "relative_energy_kcal_mol": 60.5, "molar_mass_g_mol": 83.13, "total_energy_ev": -6818.372, "gap_ev": 8.69, "multiplicity": 1, "e_homo_ev": -8.0, "elements": ["C", "N", "C", "C", "C", "C", "H", "H", "H", "H", "H", "H", "H", "H", "H"], "xyz": [[0.099, 2.005, 1.165], [0.583, 0.850, 0.607], [-0.217, -0.158, -0.153], [-1.430, -0.501, 0.300], [0.572, -2.261, -1.333], [0.605, -0.897, -1.144], [-0.587, 2.502, 0.422], [0.832, 2.766, 1.438], [-0.545, 1.742, 2.008], [1.326, 1.113, -0.031], [-1.694, -0.241, 1.335], [-2.093, -1.007, -0.398], [-0.274, -2.874, -0.990], [1.497, -2.741, -1.562], [1.326, -0.297, -1.664]], "forces_ev_per_angstrom": [[-3.59, 2.07, 0.17], [2.32, -3.92, -3.28], [0.31, 1.46, 1.97], [0.16, 0.33, -0.22], [-0.59, 2.48, 1.34], [-0.82, -1.74, -0.21], [0.19, 0.10, 0.62], [0.27, -0.58, 0.15], [0.20, 0.48, 0.28], [0.27, -0.39, 0.24], [-0.42, 0.19, -0.86], [0.03, -0.43, 0.66], [0.66, 0.37, 0.23], [0.17, -0.39, -1.24], [0.86, -0.02, 0.13]]}

No. 5
{"formula": "C5H9N", "method": "ωB97M-V/def2-TZVPD", "total_charge": 1, "e_lumo_ev": [-5.5, -8.1], "relative_energy_kcal_mol": 68.7, "molar_mass_g_mol": 83.13, "total_energy_ev": -6809.897, "s2": 0.755, "gap_ev": [8.99, 6.37], "multiplicity": 2, "e_homo_ev": [-14.5, -14.4], "elements": ["C", "C", "N", "C", "C", "C", "H", "H", "H", "H", "H", "H", "H", "H", "H"], "xyz": [[0.137, -0.332, -0.656], [0.127, 0.901, -1.282], [-0.157, 1.278, -2.611], [1.003, -0.551, 0.507], [0.173, -0.430, 1.812], [-1.131, -0.607, 1.934], [-0.710, -1.021, -0.718], [0.353, 1.752, -0.637], [0.617, 0.906, -3.180], [-1.003, 0.783, -2.907], [1.345, -1.580, 0.557], [1.794, 0.199, 0.498], [0.822, -0.119, 2.607], [-1.519, -0.637, 2.941], [-1.849, -0.541, 1.135]], "forces_ev_per_angstrom": [[-1.43, -0.06, 1.09], [0.11, 1.12, -0.34], [-0.28, -1.19, 0.83], [-0.31, 0.53, 0.10], [-0.05, 0.34, -1.14], [0.19, 0.69, 0.63], [0.39, -0.28, -0.93], [0.83, -0.11, -0.03], [-0.22, 0.54, -0.24], [0.19, -0.22, -0.35], [0.51, -0.07, -0.35], [0.29, -0.40, 0.25], [0.12, -0.39, 0.66], [-0.27, 0.12, 0.04], [-0.07, -0.65, -0.22]]}

No. 6
{"formula": "C5H9N2", "method": "ωB97M-V/def2-TZVPD", "total_charge": 1, "e_lumo_ev": -4.5, "relative_energy_kcal_mol": 94.4, "molar_mass_g_mol": 97.14, "total_energy_ev": -8301.637, "gap_ev": 9.51, "multiplicity": 1, "e_homo_ev": -14.0, "elements": ["C", "C", "C", "C", "C", "N", "N", "H", "H", "H", "H", "H", "H", "H", "H", "H"], "xyz": [[-0.315, -0.288, 0.217], [-2.540, 0.267, 1.200], [0.340, -1.774, 0.071], [1.491, -0.925, -0.558], [0.873, 1.691, -0.626], [-1.464, 0.085, 0.569], [0.719, 0.309, -0.320], [-3.432, 0.461, 0.488], [-2.580, 0.589, 2.190], [0.352, -2.015, 1.148], [-0.234, -2.311, -0.753], [2.461, -1.047, 0.052], [1.715, -0.983, -1.638], [1.030, 2.219, 0.376], [-0.103, 1.846, -1.184], [1.686, 1.875, -1.232]], "forces_ev_per_angstrom": [[1.33, -2.62, -0.97], [-0.60, 1.29, -4.29], [-2.19, 3.01, -1.11], [2.13, -0.09, 1.01], [-2.73, 0.39, 1.90], [-1.55, 0.27, 1.03], [0.61, -1.45, 0.72], [0.99, -0.73, 1.64], [-0.05, -0.10, 1.91], [0.64, -1.24, -0.94], [0.65, 0.00, 1.85], [-1.36, 0.60, -1.03], [-0.20, -0.65, 0.54], [-0.60, -0.10, -1.63], [1.24, 1.19, 0.77], [1.69, 0.23, -1.38]]}

No. 7
{"formula": "C5H9N2", "method": "ωB97M-V/def2-TZVPD", "total_charge": 1, "e_lumo_ev": -5.2, "relative_energy_kcal_mol": 99.3, "molar_mass_g_mol": 97.14, "total_energy_ev": -8301.425, "gap_ev": 8.78, "multiplicity": 1, "e_homo_ev": -14.0, "elements": ["C", "C", "C", "C", "C", "N", "N", "H", "H", "H", "H", "H", "H", "H", "H", "H"], "xyz": [[-1.766, 0.326, -0.341], [-0.372, 2.199, 0.101], [-0.404, -1.356, 0.416], [0.489, -0.137, 0.507], [1.593, -0.219, -0.617], [-1.615, -0.919, -0.224], [-0.508, 0.941, 0.217], [-1.198, 2.804, -0.223], [0.561, 2.690, 0.428], [-0.019, -2.099, -0.123], [-0.785, -1.890, 1.428], [0.879, -0.069, 1.430], [1.159, 0.332, -1.410], [1.820, -1.238, -0.886], [2.455, 0.228, -0.127], [-2.288, -1.592, -0.577]], "forces_ev_per_angstrom": [[-1.20, 2.74, -0.55], [1.13, 0.30, 1.13], [-2.60, -0.36, 4.71], [-1.15, -1.15, -3.49], [-0.69, 0.48, 2.43], [0.68, -0.46, 0.01], [-0.59, -1.17, -0.93], [-0.38, -0.06, -0.27], [-0.43, -0.39, -0.29], [1.91, -2.94, -2.12], [1.33, 1.50, -1.84], [1.38, 0.67, 3.26], [0.38, 0.50, -1.24], [-0.02, -0.18, -0.07], [0.34, 0.25, -0.81], [-0.10, 0.26, 0.08]]}

No. 8
{"formula": "C5H9N2", "method": "ωB97M-V/def2-TZVPD", "total_charge": 1, "e_lumo_ev": -4.0, "relative_energy_kcal_mol": 81.1, "molar_mass_g_mol": 97.14, "total_energy_ev": -8302.215, "gap_ev": 10.33, "multiplicity": 1, "e_homo_ev": -14.4, "elements": ["C", "C", "C", "C", "C", "N", "N", "H", "H", "H", "H", "H", "H", "H", "H", "H"], "xyz": [[-2.680, 0.253, 0.105], [-0.098, -1.959, -0.138], [-1.628, 0.331, 0.859], [0.020, -0.703, 0.217], [1.092, 0.249, 0.252], [2.207, -0.024, 0.907], [0.912, 1.438, -0.301], [-3.590, 0.761, 0.394], [-2.720, -0.300, -0.818], [0.721, -2.513, -0.574], [-1.033, -2.481, -0.046], [-1.407, 0.790, 1.797], [2.351, -0.932, 1.320], [2.947, 0.656, 1.005], [0.043, 1.648, -0.767], [1.619, 2.157, -0.265]], "forces_ev_per_angstrom": [[-0.62, 0.12, -0.26], [0.44, -0.08, -0.19], [3.79, -2.50, -1.29], [-4.24, 2.29, 1.52], [0.58, 0.29, -0.06], [0.12, 0.04, -0.09], [0.22, -0.11, 0.07], [-0.09, 0.08, 0.10], [0.10, -0.13, -0.13], [0.18, -0.08, -0.03], [-0.24, -0.05, 0.06], [-0.04, 0.26, 0.32], [-0.12, 0.03, 0.00], [0.01, -0.07, -0.02], [-0.03, -0.06, 0.04], [-0.06, -0.03, -0.04]]}

No. 9
{"formula": "C5H9N2", "method": "ωB97M-V/def2-TZVPD", "total_charge": 1, "e_lumo_ev": -4.9, "relative_energy_kcal_mol": 147.0, "molar_mass_g_mol": 97.14, "total_energy_ev": -8299.356, "gap_ev": 10.25, "multiplicity": 1, "e_homo_ev": -15.2, "elements": ["C", "C", "C", "C", "C", "N", "N", "H", "H", "H", "H", "H", "H", "H", "H", "H"], "xyz": [[1.712, -1.971, 0.180], [0.683, 1.293, -0.381], [2.035, 0.502, 0.101], [-0.567, 0.546, -0.111], [-2.135, -1.183, -0.251], [-0.901, -0.523, -0.654], [2.016, -0.874, 0.327], [0.736, 2.256, -0.136], [0.812, 1.235, -1.461], [2.843, 0.646, -0.651], [2.391, 0.926, 1.140], [-1.382, 1.135, 0.529], [-1.740, -2.026, 0.416], [-3.003, -0.581, 0.143], [-2.558, -1.888, -1.017], [0.161, -0.461, -1.387]], "forces_ev_per_angstrom": [[-0.55, -2.80, -0.02], [1.65, -6.16, -1.62], [1.63, 2.40, 2.44], [-2.64, 5.14, 3.37], [-0.50, -4.48, -0.30], [3.97, 1.47, -2.77], [-0.83, 1.69, -0.61], [-0.05, 3.75, 1.42], [-0.14, 0.31, -0.51], [-0.65, 0.48, 0.59], [-0.66, -0.23, -2.24], [1.83, -1.63, -0.87], [-0.90, 1.53, -0.02], [1.67, -0.06, -0.27], [0.51, 1.29, -0.05], [-4.33, -2.69, 1.45]]}

No. 10
{"formula": "C5H9N2", "method": "ωB97M-V/def2-TZVPD", "total_charge": 1, "e_lumo_ev": -3.3, "relative_energy_kcal_mol": 111.0, "molar_mass_g_mol": 97.14, "total_energy_ev": -8300.918, "gap_ev": 10.64, "multiplicity": 1, "e_homo_ev": -14.0, "elements": ["C", "C", "C", "C", "C", "N", "N", "H", "H", "H", "H", "H", "H", "H", "H", "H"], "xyz": [[-0.550, 1.057, -0.253], [-1.073, -1.597, 0.742], [-0.774, -1.688, -0.772], [-0.551, -0.399, 0.032], [1.956, 0.793, 0.602], [0.552, 0.556, 0.193], [-1.037, 2.122, -0.895], [-2.085, -1.700, 0.957], [-0.448, -1.982, 1.467], [0.048, -2.198, -1.232], [-1.690, -1.552, -1.294], [2.499, 0.682, -0.249], [2.242, 1.776, 0.950], [2.345, 0.030, 1.244], [-1.983, 1.977, -1.262], [-0.525, 3.090, -0.723]], "forces_ev_per_angstrom": [[0.46, -0.19, -0.84], [0.28, 1.33, -1.96], [0.64, 1.97, 1.67], [-0.42, -0.74, -1.14], [-1.09, -0.10, 0.57], [0.07, 0.84, 1.16], [1.49, 0.71, 1.78], [-1.61, 0.14, 0.56], [1.43, -1.00, 1.21], [0.14, -0.34, 0.04], [-0.41, -0.43, -0.83], [1.73, -0.38, -2.79], [-0.92, 0.32, 0.45], [-0.46, -0.38, 0.76], [0.56, 0.92, 0.24], [-1.91, -2.67, -0.87]]}

No. 11
{"formula": "C5H9N2", "method": "ωB97M-V/def2-TZVPD", "total_charge": 1, "e_lumo_ev": [-3.3, -7.0], "relative_energy_kcal_mol": 95.0, "molar_mass_g_mol": 97.14, "total_energy_ev": -8296.035, "s2": 2.007, "gap_ev": [7.06, 8.41], "multiplicity": 3, "e_homo_ev": [-10.4, -15.4], "elements": ["C", "C", "C", "C", "C", "N", "N", "H", "H", "H", "H", "H", "H", "H", "H", "H"], "xyz": [[0.327, 1.408, 0.014], [-0.601, 0.476, 0.000], [1.538, -0.247, -1.010], [1.368, -0.187, 0.951], [-1.992, 0.291, 0.085], [1.668, 0.860, -0.042], [0.483, -0.767, -0.035], [0.307, 2.492, 0.165], [1.217, -0.108, -1.997], [2.428, -0.836, -1.035], [2.133, -0.838, 1.244], [0.960, 0.099, 1.820], [-2.563, 0.089, -0.799], [-2.488, 1.158, 0.414], [-2.414, -0.550, 0.667], [0.050, -1.759, 0.145]], "forces_ev_per_angstrom": [[7.44, 9.78, -0.54], [-3.80, -9.33, -0.68], [-0.41, -0.26, 0.31], [1.60, -0.50, -0.78], [-1.44, -1.31, 0.45], [-0.05, 0.51, 0.09], [-3.85, -2.25, 0.49], [-0.48, -0.68, 0.05], [-0.77, 0.71, -1.25], [0.46, -0.64, 0.45], [1.70, -0.97, -0.33], [-1.96, 1.43, 3.09], [0.01, -0.11, -1.70], [-0.35, 1.39, 0.82], [0.78, 0.15, 0.46], [1.12, 2.09, -0.94]]}

No. 12
{"formula": "C5H9N2", "method": "ωB97M-V/def2-TZVPD", "total_charge": 1, "e_lumo_ev": [-3.7, -5.8], "relative_energy_kcal_mol": 125.3, "molar_mass_g_mol": 97.14, "total_energy_ev": -8294.722, "s2": 2.023, "gap_ev": [8.43, 6.88], "multiplicity": 3, "e_homo_ev": [-12.1, -12.6], "elements": ["C", "C", "C", "C", "C", "N", "N", "H", "H", "H", "H", "H", "H", "H", "H", "H"], "xyz": [[-1.244, 0.936, -1.874], [-0.200, 2.475, -1.304], [-0.128, 0.914, -1.156], [-0.423, -0.776, 1.672], [1.225, -1.285, -0.257], [-1.272, 2.518, -1.932], [0.998, -1.169, 1.187], [-2.005, 0.492, -2.529], [0.464, 3.251, -1.176], [-0.618, -1.133, 2.716], [-0.589, 0.289, 1.743], [-1.323, -1.264, 1.115], [1.964, -0.634, -0.762], [0.571, -2.053, -0.819], [1.598, -0.439, 1.690], [0.981, -2.120, 1.687]], "forces_ev_per_angstrom": [[-0.72, -0.19, -1.19], [0.32, -0.43, -0.55], [-1.35, 0.43, -0.18], [-2.77, -0.79, 0.38], [-0.32, -1.38, -0.74], [-0.90, -0.32, 0.55], [-1.48, -0.19, 1.72], [0.74, -0.57, 0.56], [1.62, 1.63, 0.61], [0.97, 0.00, -0.73], [0.35, 0.25, -0.64], [2.18, 0.83, 0.26], [-0.75, -0.61, 0.75], [1.25, 1.56, 1.24], [-0.42, -1.72, -1.03], [1.28, 1.50, -1.01]]}